No. 1
Here is one molecule with the formula C3H3NO3 from OMol25. Energies are from ωB97M-V/def2-TZVPD.

Values from the calculation:
E_HOMO (spin up / spin down) (eV): -9.008 / -9.007
Frontier orbital gap (spin up / spin down) (eV): 8.476 / 8.475
E (eV): -10787.37001
Total charge: 0
ΔE to the lowest compared entry with this formula, charge and spin (kcal/mol): 122.9
Spin multiplicity: 1
LUMO energy (spin up / spin down) (eV): -0.53 / -0.53

Last column: Mulliken charge in e.
Element x y z (Å)
1 H -2.7291 -0.4640 1.2543  0.270
2 C 1.7797 -0.3257 0.0351  0.162
3 H 2.4571 -1.1889 0.0892  0.349
4 C -1.7230 -0.4678 0.7905  -0.428
5 N -0.6083 1.2741 -0.6947  -0.711
6 O 0.5286 -0.7994 -0.1707  -0.247
7 O 2.1103 0.8211 0.1396  -0.475
8 O -1.7343 -0.7610 -0.4711  -0.223
9 H 0.3075 1.7101 -0.7206  0.311
10 C -0.5459 0.0820 -0.2687  0.991

No. 2
Here is an isolated ion of composition CH2Cl3N4 and charge +1 in a non-equilibrium geometry from OMol25. Energies are from ωB97M-V/def2-TZVPD.

Values from the calculation:
E_HOMO (spin up / spin down) (eV): -14.932 / -14.147
Frontier orbital gap (spin up / spin down) (eV): 8.468 / 5.876
E (eV): -44580.35882
Total charge: +1
ΔE to the lowest compared entry with this formula, charge and spin (kcal/mol): 95.3
Spin multiplicity: 1
LUMO energy (spin up / spin down) (eV): -6.46 / -8.27

Last column: Mulliken charge in e.
Element x y z (Å)
1 H 0.7123 0.9041 -1.5877  0.357
2 Cl 2.2924 -1.5209 -1.2415  0.149
3 Cl -2.4332 1.0799 1.5426  0.082
4 N 0.0671 0.0313 1.5599  -0.186
5 N 1.1809 -0.5630 -0.5286  -0.209
6 H -0.1505 -0.7556 -2.0997  0.425
7 N -0.8959 0.3670 -0.4357  -0.380
8 C 0.1514 -0.0684 -1.2653  -0.126
9 Cl -0.1061 0.0635 3.2490  0.152
10 N -0.8185 0.4621 0.8070  0.734

No. 3
Here is C32H30N5O7ReS2 as an isolated structure in a non-equilibrium geometry from OMol25. Energies are from ωB97M-V/def2-TZVPD.

Values from the calculation:
E_HOMO (spin up / spin down) (eV): -10.011 / -10.010
Frontier orbital gap (spin up / spin down) (eV): 5.352 / 4.536
E (eV): -79249.39586
Total charge: +1
ΔE to the lowest compared entry with this formula, charge and spin (kcal/mol): 17.1
Spin multiplicity: 4
LUMO energy (spin up / spin down) (eV): -4.66 / -5.47

Last column: Löwdin spin population.
Element x y z (Å)
1 O 1.0548 -2.5386 -7.0110  0.000
2 Re -0.0418 -0.1766 -0.0139  2.200
3 C 1.2282 -1.0062 5.6089  -0.002
4 H 1.0858 -3.4078 -1.1039  0.000
5 C 2.8566 5.7812 -1.2663  0.000
6 C 2.4475 5.2440 0.1092  0.002
7 C 0.9699 -0.6431 3.2351  0.022
8 H -4.3589 -1.1076 -2.6062  0.000
9 H -3.2492 -3.4546 3.8364  0.000
10 O -3.5869 -3.0292 6.2263  0.000
11 S 0.3963 -3.2622 -5.9421  0.000
12 O 0.4491 -4.7018 -5.9958  0.000
13 O -2.6610 -1.1752 6.9862  0.000
14 S 0.9612 0.6011 1.9788  0.191
15 C -1.5403 -0.2373 -4.2518  0.004
16 H -2.5393 0.6064 4.9962  0.000
17 C 1.9059 -1.6306 -2.0088  0.006
18 H 0.2986 0.2187 -3.2372  0.001
19 C -2.7625 -2.0897 2.2465  0.000
20 C 0.9439 5.0194 0.1809  0.006
21 C -2.9945 -2.4381 3.5640  0.000
22 C 0.8274 -2.0181 3.0432  0.020
23 H 0.4014 5.9571 0.0630  0.001
24 C 0.8861 -2.8712 4.1460  0.000
25 C -2.8775 -0.7647 -0.3592  0.050
26 H -1.1267 -0.1010 -5.2418  0.000
27 O 0.9739 -3.8219 1.5301  0.022
28 H 2.7047 -0.1190 -0.9106  0.003
29 C -0.7306 -0.0772 -3.1367  0.023
30 C -2.8767 -1.4880 4.5741  -0.002
31 H 2.7357 5.9408 0.8965  0.000
32 C 2.3193 -1.0250 -3.1832  -0.001
33 H 2.3191 -1.4240 0.0092  0.001
34 H 0.4918 3.9611 -3.0542  0.000
35 C 0.3171 2.8891 -0.7519  0.074
36 C 0.6533 -2.6811 1.7142  0.018
37 H 2.8692 3.8917 -2.3177  0.000
38 C 1.1787 -0.1483 4.5245  0.021
39 C -3.3326 -0.8180 -2.7949  0.011
40 N 2.0155 -0.8500 -0.7707  0.002
41 C -2.4131 -0.7792 1.9373  0.002
42 H -2.0668 1.2009 2.6698  0.001
43 N -2.0543 -0.4346 0.5717  -0.007
44 H 2.4367 6.7831 -1.4060  0.000
45 C 2.3715 4.8641 -2.3928  0.002
46 C 0.8660 4.6562 -2.3051  0.006
47 C -2.8525 -0.6303 -4.0859  0.015
48 C -3.0831 -1.9734 5.9875  0.000
49 N -1.1646 -0.3203 -1.9011  0.021
50 H 0.4800 -4.4098 -3.2961  0.000
51 C -2.3235 0.1802 2.9276  0.000
52 H -2.8085 -2.8381 1.4628  0.001
53 H 0.3357 5.6018 -2.4200  0.001
54 H 0.6377 4.5566 1.1171  0.000
55 C 1.3186 -2.8870 -2.0247  0.002
56 H 2.9582 4.2959 0.3058  0.000
57 N 0.5205 4.1437 -0.9497  0.045
58 C 2.0002 -1.5999 -4.4077  0.002
59 C 1.0739 -2.3755 5.4220  0.022
60 H 1.1082 -3.0505 6.2673  0.001
61 H 2.8675 -0.0830 -3.1459  0.000
62 H 2.6151 5.2848 -3.3684  0.000
63 H -3.8735 -1.1172 -0.1062  0.001
64 H -3.4849 -0.8007 -4.9450  0.001
65 H -2.2056 -0.3950 6.6525  0.000
66 H 0.7881 -3.9347 3.9723  0.000
67 H 3.9405 5.8826 -1.3150  0.000
68 C 0.9899 -3.4550 -3.2484  0.000
69 C 1.2666 -2.7777 -4.4364  0.000
70 N 0.0959 1.7609 -0.5805  0.024
71 H 2.2779 -1.1300 -5.3448  0.000
72 C -2.4677 -0.6497 -1.7383  0.009
73 H 1.3993 -0.6082 6.6019  0.000
74 H 1.3015 0.9197 4.6642  0.000
75 O -0.9478 -2.7374 -5.6403  0.000
76 O 0.0531 -1.9736 0.7431  0.178
77 C -2.5688 -0.1745 4.2439  0.000

No. 4
Here is a 10-piece molecular cluster, C23H57N3O13S3 overall in a non-equilibrium geometry from OMol25. Energies are from ωB97M-V/def2-TZVPD.

Values from the calculation:
E_HOMO (eV): -8.823
Frontier orbital gap (eV): 9.148
E (eV): -88363.31891
Total charge: 0
SMILES: CCOS(C)(=O)=O.CCOS(C)(=O)=O.CCOS(C)(=O)=O.CC#N.CC#N.CC#N.CCO.CCO.CCO.CCO
ΔE to the lowest compared entry with this formula, charge and spin (kcal/mol): 40.5
Spin multiplicity: 1
LUMO energy (eV): 0.32

Last column: Mulliken charge in e.
Element x y z (Å)
1 H 3.1632 4.9836 4.3134  0.350
2 C -0.8936 0.6838 -2.0262  0.030
3 H -6.6754 1.8140 0.1318  0.245
4 C 2.0751 3.4830 5.3593  -1.219
5 H -0.7474 -4.1862 -3.3503  0.393
6 O -5.9077 0.5363 -2.6186  -0.607
7 H -5.6667 0.9349 -1.7792  0.421
8 H -0.0842 0.9173 -0.1125  -0.030
9 H 5.8904 -0.8364 -3.8454  0.270
10 H 2.5596 3.8298 6.2721  0.409
11 H -5.9060 -2.2210 -1.9008  0.316
12 S 0.4824 4.1925 2.3102  1.243
13 H 2.2960 -4.6121 4.3517  0.347
14 N -1.1577 -1.6353 1.3134  -0.471
15 C 2.8943 -3.7561 4.0396  -0.917
16 C -2.0346 4.4179 -3.2501  -0.303
17 H -2.0126 -2.0846 -4.0279  0.225
18 C 3.3994 -3.0894 -0.2760  -0.827
19 O 1.9155 4.0394 2.9816  -0.268
20 H -4.6661 3.1925 0.0841  0.286
21 H 4.3398 -3.5834 -0.5207  0.391
22 C -3.5660 1.4741 0.4602  0.115
23 H 1.4312 6.1345 1.1104  0.333
24 H -3.6463 -0.7361 3.2267  0.305
25 H 3.2526 -1.6665 4.2049  0.309
26 H 1.0990 3.0078 5.4570  0.305
27 H 1.9740 1.0557 3.1304  0.200
28 H -2.8821 2.7830 -2.9557  0.190
29 C -3.0244 -1.6259 3.1278  -1.030
30 H -0.7988 4.3766 -1.5381  0.163
31 H 0.4697 -5.6670 -2.4512  0.277
32 C 0.2327 0.5024 -1.0693  0.111
33 H 2.2238 -6.0272 -2.1977  0.342
34 H -2.3477 5.4615 -3.2182  0.327
35 H 5.1375 -0.3258 -5.4151  0.321
36 C -5.0377 -1.5692 -1.8038  -0.765
37 C 3.6076 -1.6228 0.1351  0.382
38 H 0.5078 0.3365 2.5867  0.090
39 O -0.5651 -0.2848 4.7336  -0.569
40 O 0.5041 3.3365 1.1664  -0.470
41 H -5.0130 -0.9253 -3.8526  0.341
42 H 2.7761 -3.5189 0.5083  0.228
43 C 1.4436 0.1041 3.0949  -0.251
44 O 0.7165 -4.8382 -5.2086  -0.603
45 H 2.5904 2.5454 5.1508  0.261
46 S 0.8427 -0.4087 4.7017  1.179
47 C 3.9408 -0.1895 -3.8548  0.445
48 O 4.4021 -1.3201 1.2541  -0.512
49 H -1.8884 4.1135 -4.2864  0.282
50 H -4.1108 0.1295 -2.9158  -0.159
51 H 3.9535 -3.9880 4.1511  0.394
52 H 0.0619 4.9451 -2.9960  0.422
53 H 2.0347 -0.6498 2.5749  0.016
54 C 5.0266 -0.9160 -4.5054  -0.840
55 O -3.0566 3.6591 -2.6041  -0.417
56 H -2.7587 -1.8720 4.1558  0.311
57 H -0.7278 -2.6614 -5.2228  0.376
58 N 3.1093 0.4084 -3.3502  -0.431
59 O 1.0547 -3.2489 -3.3426  -0.214
60 H -0.2781 6.4782 1.4772  0.367
61 H 2.8222 -2.4829 5.7868  0.334
62 H 1.4587 5.3573 4.6268  0.329
63 H 2.9669 -3.6555 2.9566  -0.030
64 H -0.5034 -1.2604 -4.2431  0.240
65 C -1.9822 -1.6337 2.1727  0.563
66 C -5.0247 -0.4624 -2.8659  0.156
67 H 1.3260 -6.8805 -3.3633  0.426
68 C -0.9563 -2.2519 -4.2388  -1.152
69 O 1.6965 0.2072 5.7089  -0.656
70 H 2.6178 -1.1934 0.2904  -0.383
71 C 1.4256 -5.8868 -2.9266  -0.967
72 O 1.2641 -2.0300 4.5525  -0.356
73 C 0.6313 5.9977 1.8381  -1.050
74 H -0.2668 3.2052 -2.6560  -0.012
75 S 1.6927 -4.5479 -4.1487  1.095
76 H -3.5743 0.5464 1.0324  -0.063
77 C -4.8310 2.2379 0.5838  -0.531
78 H -3.3497 1.2195 -0.5773  -0.265
79 H 0.2914 -0.5715 -0.8925  0.102
80 H 5.2196 -1.8224 1.2213  0.303
81 O -5.8210 1.4248 -0.0686  -0.530
82 H -4.2053 -2.2727 -1.7896  0.256
83 H -4.8994 -1.1145 -0.8228  0.138
84 H -2.7740 2.1487 0.7853  0.245
85 C -0.3834 -3.1662 -3.2272  -0.339
86 H 3.8975 -1.0286 -0.7315  0.362
87 H -3.6101 -2.4261 2.6753  0.381
88 H -4.9811 2.4891 1.6338  0.415
89 N -1.7668 0.7900 -2.7755  -0.628
90 H 2.7714 -3.2626 -1.1498  0.032
91 H -0.7637 -2.9424 -2.2306  0.471
92 C 2.1514 4.5782 4.3086  -0.265
93 O -0.5358 3.8787 3.3043  -0.700
94 O 3.0808 -4.3408 -4.4504  -0.591
95 H 4.8476 -1.9534 -4.7881  0.250
96 C 2.6450 -2.4152 4.7134  -0.167
97 H 1.1388 0.9811 -1.4409  0.451
98 C -0.6556 4.2223 -2.6076  -0.690
99 H 0.9844 6.5074 2.7345  0.412

No. 5
Here is an isolated ion of composition C5H9N4S and charge +1 in a non-equilibrium geometry from OMol25. Energies are from ωB97M-V/def2-TZVPD.

Values from the calculation:
E_HOMO (eV): -11.835
Frontier orbital gap (eV): 8.522
E (eV): -22118.43774
Total charge: +1
SMILES: [H]/N=C1\NCS\C1=C\NC=[NH2+]
ΔE to the lowest compared entry with this formula, charge and spin (kcal/mol): 25.6
Spin multiplicity: 1
LUMO energy (eV): -3.31

Last column: Mulliken charge in e.
Element x y z (Å)
1 H 0.2559 -2.4624 0.1269  0.141
2 H -2.6988 2.1675 0.3167  0.287
3 H 0.1846 2.7602 -0.1929  0.227
4 H -4.0450 0.3807 0.8296  0.346
5 S -2.4301 -1.4218 0.0207  -0.112
6 C -3.3330 0.2305 -0.0141  -0.438
7 C 0.3043 -1.3287 -0.1860  -0.083
8 N 0.0434 1.7278 -0.0935  -0.685
9 C -0.8578 -0.7571 -0.0919  -0.010
10 N -2.2782 1.2606 0.0570  -0.205
11 C 2.5991 -1.1385 0.1155  0.263
12 H 1.3878 0.3129 -0.3696  0.170
13 H -3.9340 0.3899 -0.9146  0.329
14 C -0.9942 1.0257 0.0460  0.369
15 H 3.4372 0.7098 -0.0841  0.256
16 N 3.6471 -0.3117 0.1648  -0.366
17 H 4.6316 -0.6186 0.1618  0.266
18 H 2.5922 -2.2558 0.3805  0.289
19 N 1.4880 -0.6710 -0.2726  -0.045

No. 6
Here is one molecule with the formula C2H3N3O in a non-equilibrium geometry from OMol25. Energies are from ωB97M-V/def2-TZVPD.

Values from the calculation:
E_HOMO (spin up / spin down) (eV): -7.726 / -7.727
Frontier orbital gap (spin up / spin down) (eV): 7.955 / 7.957
E (eV): -8635.19261
Total charge: 0
ΔE to the lowest compared entry with this formula, charge and spin (kcal/mol): 122.3
Spin multiplicity: 1
LUMO energy (spin up / spin down) (eV): 0.23 / 0.23

Last column: Mulliken charge in e.
Element x y z (Å)
1 N 1.5668 -0.1042 -0.0027  -0.254
2 H 1.3591 -2.2891 -0.1630  0.408
3 H -2.6529 0.5121 0.0360  0.384
4 N -0.9330 -0.3156 0.0002  -0.034
5 C 1.2835 -1.2637 0.0446  0.173
6 C 0.8407 1.0134 0.0235  -0.281
7 N -0.4716 0.8623 0.0151  -0.379
8 H 1.3032 1.9772 0.0399  0.412
9 O -2.2958 -0.3924 0.0065  -0.429